Here is C48H49BrCaN6O9P4S as an isolated structure from the Open Molecules 2025 dataset. Energies are from ωB97M-V/def2-TZVPD.

Element x y z (Å)
N  -1.297  2.818  2.009
H  2.056  -5.767  -2.668
C  -4.126  1.101  -0.425
C  -4.291  6.352  0.571
H  -1.999  -0.154  2.508
H  -0.083  1.799  3.045
C  0.129  4.556  -4.715
C  -1.321  3.420  -2.590
Ca  0.494  -0.062  0.365
C  -1.256  2.792  -3.833
C  -4.492  5.901  -0.725
C  -3.793  4.795  -1.169
H  -4.823  7.219  0.941
H  -0.161  -3.411  0.137
O  2.635  -1.245  2.961
H  3.737  -0.332  -0.268
C  -0.628  4.625  -2.430
C  2.027  -3.154  -5.027
C  0.518  -4.148  -6.625
H  5.961  1.294  -2.001
H  -0.776  -5.440  1.371
O  0.401  -2.318  2.538
H  -1.732  1.835  -3.988
C  2.993  2.407  -1.286
H  -0.717  -4.382  -3.485
C  3.200  -2.748  -2.053
H  -3.248  6.039  2.406
C  0.983  -4.446  -1.355
O  1.761  0.091  4.964
O  0.825  0.406  2.574
C  -4.121  1.575  -2.770
C  1.081  -6.843  -1.093
C  -3.404  5.687  1.393
C  1.706  -3.495  -6.337
C  -5.284  0.357  -0.566
H  -0.519  2.849  -5.843
C  5.242  -1.571  -2.604
C  -3.441  -1.708  2.199
P  2.009  0.122  3.521
C  -3.517  1.713  -1.525
C  -5.858  0.198  -1.823
H  -0.640  5.125  -1.469
O  -0.534  0.013  -1.928
H  -5.729  0.720  -3.898
C  -1.980  -1.157  -4.023
C  -5.277  0.815  -2.918
H  -5.736  -0.104  0.304
C  -0.040  0.000  -3.059
C  4.575  2.784  -2.846
O  1.907  -1.743  0.622
H  -2.433  -0.833  -3.090
C  -3.388  -2.635  -0.011
H  0.672  5.003  -5.538
C  0.081  5.190  -3.478
H  -1.620  4.622  2.853
C  5.030  1.830  -2.013
Br  -5.346  -3.760  1.711
C  1.431  -5.696  -1.785
H  5.749  -0.798  -3.170
C  -3.932  -2.598  1.260
H  -6.759  -0.391  -1.940
H  -3.839  -1.661  3.202
C  -0.032  -4.117  -4.284
H  0.275  -4.421  -7.644
H  -3.683  1.220  0.559
H  -1.273  -4.992  -5.792
O  -0.595  2.634  3.177
C  -1.812  3.980  1.993
H  3.733  1.345  3.842
N  -1.864  -0.892  0.590
C  0.176  -4.374  -0.223
P  1.941  -2.383  2.008
C  -0.541  3.355  -4.885
H  -2.614  -0.816  -4.842
H  0.017  -7.653  0.586
C  -0.171  -5.522  0.476
N  1.193  0.546  -3.306
H  5.029  3.247  -3.703
H  5.197  0.509  0.292
H  2.685  3.814  -2.769
H  7.034  -2.285  -1.659
H  5.841  -4.018  -0.349
C  5.298  -3.385  -1.038
H  -3.749  -3.324  -0.760
C  4.149  0.633  0.030
C  -2.890  4.108  -0.353
C  -2.352  -1.763  -0.296
S  1.530  2.551  -0.446
C  -2.696  4.555  0.962
C  3.930  -3.563  -1.189
C  3.867  -1.719  -2.723
N  4.055  1.602  -1.057
H  0.298  -1.366  2.743
C  5.963  -2.405  -1.762
H  3.306  -1.029  -3.345
H  -1.927  -2.247  -4.045
H  -0.093  -0.796  -4.921
P  -2.005  2.656  -1.071
H  -3.946  4.445  -2.185
H  1.365  0.869  -4.245
H  1.439  -7.807  -1.431
O  3.114  1.219  3.117
H  1.451  1.207  -2.582
H  -1.883  -1.756  -1.269
N  -0.664  -0.556  -4.126
P  1.382  -2.894  -2.231
H  3.612  1.020  0.893
H  2.972  -2.668  -4.832
H  0.589  6.136  -3.329
O  2.571  -3.687  2.195
H  -5.184  6.407  -1.385
H  -3.719  2.078  -3.639
H  3.427  -4.312  -0.593
H  2.403  -3.261  -7.132
N  3.314  3.122  -2.392
C  1.159  -3.451  -3.977
C  -2.410  -0.874  1.808
C  -0.349  -4.466  -5.588
C  0.279  -6.756  0.040

Properties
frontier orbital gap = 8.1 eV
strongest force on any atom = 0.97 eV/Å
net charge = 0
energy above the lowest of the compared OMol25 structures with the same formula, charge and spin = 151.39 kJ/mol
total energy = -7879.95035 Ha

Löwdin atomic charge list, values in e, 8 entries: -0.010, 0.114, -0.115, -0.076, 0.118, 0.027, -0.101, -0.370